A 11-piece molecular cluster, C15H52O11 overall. Source: OMol25; level of theory: ωB97M-V/def2-TZVPD.

Summary:
Charge   0
Structure (SMILES)   CC(C)O.CC(C)O.CO.CO.CO.CO.CO.CO.CO.CO.CO
E   -38907.2971 eV
Maximum force   0.1654 hartree/bohr
HOMO energy   -9.005 eV
Relative energy (zero: lowest compared OMol25 entry of this formula, charge and spin)   1343.5 kJ/mol
HOMO-LUMO gap   9.24 eV

Positions of all 78 atoms, in Å:
H 36.95200 38.69700 45.14800
C 28.27300 41.84000 44.42400
O 29.28500 40.99000 44.85900
H 33.25700 43.34600 39.50300
H 29.50900 37.06000 42.71200
H 30.98000 36.83000 44.37300
H 32.23500 38.54000 46.31500
H 32.75000 36.98500 44.85500
C 34.11500 43.39800 40.28400
H 34.24300 40.06800 42.91300
H 30.80800 45.92200 47.74000
H 36.60100 43.31000 43.87100
H 35.88600 46.01700 46.35100
H 36.92500 37.29000 42.39200
H 36.39600 38.65500 41.26400
H 28.35200 42.03700 43.15800
H 35.52200 44.21500 42.90500
H 29.43700 42.44700 40.40000
H 35.89000 44.32100 39.58600
H 33.67500 44.82100 45.74900
H 36.09300 41.18300 46.01600
C 33.88300 38.10400 48.00600
H 27.29800 41.72100 44.96500
O 34.97800 44.30900 39.47200
O 36.30000 45.52000 45.71500
H 30.96300 38.16000 42.22900
H 34.54000 38.74600 48.55500
H 31.52700 36.74400 40.57900
C 33.18400 39.96400 42.50100
H 28.64400 42.81200 44.58000
H 36.61200 36.41100 40.48800
H 29.57400 44.33400 47.13700
H 34.45800 37.19700 47.58000
H 34.47500 43.36400 45.33500
H 35.64400 40.85500 44.43500
C 32.37500 41.07900 43.03800
H 32.82200 42.14400 42.68600
H 35.04400 46.22200 44.31400
H 31.76100 41.95900 45.04100
H 34.60100 38.97500 46.57300
H 33.33100 44.29500 44.31100
O 31.41000 45.00800 47.83800
H 31.02500 40.77800 41.74300
O 33.78900 38.98400 46.89000
H 37.21600 45.08000 43.37600
H 37.46000 40.90100 45.16800
H 29.96500 40.87700 44.28200
C 36.00200 37.71800 41.78900
C 32.36700 41.04800 44.70300
O 31.48700 37.75700 46.26700
H 33.76200 43.85500 41.24100
H 33.47500 40.76900 45.15000
H 34.68100 42.55400 40.61400
H 33.10600 40.16100 41.44800
H 31.75800 40.14400 45.07500
H 29.00000 40.87500 40.37900
C 29.53400 41.46900 39.80300
H 29.14200 41.78700 38.73100
H 32.75400 38.90800 42.69300
O 36.18700 39.21300 45.47900
C 30.64500 43.98300 47.24300
H 31.31400 43.68200 46.15500
O 30.82800 41.06200 39.81200
C 34.13400 44.46500 44.99400
C 30.28700 37.42100 41.87800
C 35.39300 45.20300 44.65000
H 32.92400 37.98000 48.66600
C 36.30700 40.62600 45.27900
O 30.88300 36.32700 41.21800
H 31.59200 35.88400 45.57200
H 31.29200 41.54200 39.21900
C 36.26900 44.41600 43.70100
C 31.72200 36.88100 45.15600
O 31.05800 40.87600 42.72900
H 30.76100 43.08500 47.80600
H 35.20700 38.08000 42.45600
H 29.63500 38.02800 41.30600
O 35.71700 36.84000 40.75200